22
Properties=species:S:1:pos:R:3 method="wB97M-V/def2-TZVPD" homo_energy_ev=-20.44 gap_ev=9.6 e_above_lowest_kj_mol=0.00 total_charge=+2 max_force_ev_per_a=3.61 lumo_energy_ev=-10.84 multiplicity=1
Ti -0.182 -0.014 -0.527
C 1.593 -0.065 -1.307
H 2.553 0.083 -0.834
H 1.530 -1.017 -1.875
H 1.359 0.765 -2.018
H -2.872 0.036 -0.827
H -2.719 0.053 -0.105
F 0.665 -3.880 2.593
C 1.002 -2.572 2.568
F 1.099 -2.103 3.828
F 2.175 -2.415 1.920
S -0.415 -1.561 1.655
O -0.508 -1.893 0.144
O -1.601 -1.477 2.469
N 0.265 -0.018 1.329
S -0.407 1.567 1.626
O -0.460 1.881 0.115
O -1.615 1.464 2.403
C 1.007 2.559 2.530
F 1.098 2.109 3.792
F 2.186 2.398 1.896
F 0.677 3.867 2.537

14
Properties=species:S:1:pos:R:3 method="wB97M-V/def2-TZVPD" homo_energy_ev="-7.63 / -6.91" gap_ev="5.1 / 3.5" e_above_lowest_kj_mol=990.73 total_charge=0 max_force_ev_per_a=2.22 lumo_energy_ev="-2.51 / -3.43" multiplicity=1
C 0.738 0.439 -0.213
C 0.141 1.570 -0.306
C 1.461 1.843 0.235
C 1.414 -0.819 -0.426
C -2.579 -0.358 0.466
O -2.687 0.650 -0.447
H 1.595 1.881 1.316
H 2.152 2.231 -0.438
H 0.870 -1.459 -1.071
H 1.564 -1.387 0.459
H 2.329 -0.825 -1.095
H -1.491 -0.562 0.673
H -2.721 -1.443 0.227
H -2.997 -0.237 1.429

13
Properties=species:S:1:pos:R:3 method="wB97M-V/def2-TZVPD" homo_energy_ev=-8.35 gap_ev=9.1 e_above_lowest_kj_mol=197.50 total_charge=0 max_force_ev_per_a=4.87 smiles=Cn1cnc(O)c1 lumo_energy_ev=0.80 multiplicity=1
C 0.887 1.844 1.458
N 0.452 0.575 0.815
C 0.097 -0.629 1.142
N -0.490 -1.361 0.177
C -0.338 -0.594 -0.919
O -0.895 -0.954 -2.125
C 0.179 0.657 -0.659
H 1.721 2.172 0.761
H 0.154 2.576 1.405
H 1.492 1.748 2.440
H 0.163 -0.919 2.244
H -1.451 -1.805 -1.830
H 0.403 1.693 -1.103

30
Properties=species:S:1:pos:R:3 method="wB97M-V/def2-TZVPD" homo_energy_ev=-9.91 gap_ev=9.5 e_above_lowest_kj_mol=577.70 total_charge=0 max_force_ev_per_a=8.87 smiles=O.O.O.O.O.O.O.O.O.O lumo_energy_ev=-0.39 multiplicity=1
O -0.418 0.605 -2.499
H -0.469 0.567 -1.622
H 0.647 0.568 -2.620
O -1.404 1.184 0.239
H -0.611 0.636 -0.156
H -1.620 1.592 -0.609
O -0.285 -4.616 -0.080
H -0.770 -4.265 0.755
H -0.365 -3.879 -0.740
O 0.369 1.516 3.998
H 0.438 0.687 3.418
H 0.584 2.179 3.272
O 0.636 -0.683 0.694
H -0.044 -1.106 1.072
H 0.854 -0.849 -0.182
O -1.990 -1.003 -1.990
H -1.236 -1.301 -2.491
H -2.465 -0.311 -2.533
O 1.465 2.476 1.826
H 0.841 2.205 1.111
H 2.415 2.111 1.650
O 2.131 -1.699 -2.387
H 2.762 -2.225 -2.910
H 2.348 -1.634 -1.383
O -2.169 -0.737 2.314
H -2.780 -0.405 3.088
H -2.563 -0.301 1.510
O 1.070 2.655 -0.855
H 0.904 3.568 -0.417
H 1.723 2.466 -1.474